90
Properties=species:S:1:pos:R:3:lowdin_charge:R:1 method="wB97M-V/def2-TZVPD" gap_ev=9.38 smiles=c1ccccc1.c1ccccc1.BrCCBr.BrCCBr.BrCCBr.BrCCBr.BrCCBr.BrCCBr.CCO.CCO total_energy_ev=-874417.308
C 4.64853 1.09589 -4.80331 -0.077
C 4.32677 2.42663 -4.59903 -0.119
C 4.14476 3.23759 -5.66551 -0.120
C 4.28145 2.74474 -6.93618 -0.102
C 4.53422 1.40503 -7.20653 -0.096
C 4.70904 0.56226 -6.11923 -0.082
H 4.89129 0.43004 -3.98837 0.095
H 4.28363 2.79291 -3.58395 0.104
H 3.91492 4.24942 -5.36590 0.104
H 4.21341 3.38834 -7.80077 0.099
H 4.54500 1.01772 -8.21464 0.101
H 4.93654 -0.44662 -6.43039 0.095
C -0.93894 0.71667 1.13831 -0.081
C 0.43058 0.50483 1.45148 -0.089
C 1.23739 -0.23466 0.60463 -0.097
C 0.70360 -0.78088 -0.58032 -0.074
C -0.61111 -0.45677 -0.92637 -0.103
C -1.40026 0.17994 -0.02610 -0.136
H -1.60531 1.21501 1.82679 0.100
H 0.91550 0.89906 2.33229 0.092
H 2.28639 -0.29839 0.85351 0.097
H 1.30336 -1.29218 -1.31875 0.094
H -1.02503 -0.73441 -1.88448 0.101
H -2.44770 0.35718 -0.22075 0.103
Br -5.70385 -3.38160 -2.62046 0.579
C -6.36580 -3.71737 -4.46479 -0.642
C -5.17643 -4.21588 -5.28083 -0.700
Br -5.41696 -4.31497 -7.24589 0.567
H -6.76354 -2.77381 -4.83838 0.052
H -7.20984 -4.40394 -4.39923 0.058
H -4.88315 -5.21357 -4.95414 0.051
H -4.32219 -3.54342 -5.20246 0.035
Br -7.70726 4.09395 -3.61985 0.584
C -8.10560 3.80011 -1.69070 -0.669
C -6.97362 2.99841 -1.05307 -0.681
Br -7.18513 2.75918 0.92450 0.561
H -9.06338 3.31229 -1.50963 0.058
H -8.21568 4.78497 -1.23679 0.049
H -6.02762 3.46149 -1.33368 0.047
H -6.93049 2.02187 -1.53537 0.050
Br -8.80703 -3.58382 4.85385 0.605
C -7.58080 -2.09184 5.23623 -0.673
C -6.15024 -2.50701 4.86560 -0.648
Br -4.72178 -1.09676 5.23035 0.520
H -7.52958 -1.70528 6.25410 0.058
H -8.03889 -1.29709 4.64749 0.044
H -6.06722 -2.78385 3.81462 0.045
H -5.87090 -3.45228 5.33093 0.048
Br -3.20911 1.08166 -5.43552 0.546
C -2.07045 2.61515 -5.92952 -0.651
C -0.64129 2.11400 -6.32705 -0.637
Br -0.66165 0.77619 -7.83684 0.524
H -2.01420 3.19977 -5.01128 0.049
H -2.47594 3.20181 -6.75385 0.058
H -0.13673 1.72868 -5.44102 0.054
H -0.08157 2.99641 -6.63714 0.051
Br 4.97334 -4.66415 -2.06191 0.566
C 3.71544 -5.53581 -3.33846 -0.675
C 3.61154 -7.00068 -2.96263 -0.701
Br 2.34796 -7.86170 -4.19067 0.599
H 4.08437 -5.32940 -4.34315 0.053
H 2.76821 -5.00221 -3.26029 0.053
H 3.08331 -7.07636 -2.01219 0.045
H 4.50466 -7.62186 -2.89500 0.058
Br -0.93380 4.49754 6.80727 0.550
C 0.84240 3.51930 6.94030 -0.614
C 1.46076 4.00887 8.22563 -0.710
Br 3.35508 3.47428 8.47097 0.568
H 1.38528 3.66831 6.00693 0.055
H 0.58123 2.46106 6.93685 0.055
H 0.88799 3.56357 9.03911 0.054
H 1.46680 5.09472 8.32048 0.041
C 2.73906 -3.30200 5.99054 -0.087
C 3.29178 -2.72407 7.33457 -0.311
O 3.96103 -3.75119 8.01934 -0.086
H 3.49394 -3.51703 5.23423 0.066
H 2.06675 -2.59102 5.51033 0.061
H 2.21516 -4.24531 6.14477 0.064
H 2.47610 -2.37903 7.96996 0.104
H 3.97869 -1.91456 7.08769 0.108
H 3.29474 -4.27285 8.47269 0.081
C 6.03383 2.63031 3.91797 -0.077
C 6.06596 3.92500 3.11530 -0.377
O 5.57777 3.71458 1.84788 -0.058
H 6.53012 1.82595 3.37500 0.074
H 4.97781 2.40162 4.06152 0.069
H 6.52666 2.65870 4.88978 0.072
H 7.04716 4.39900 3.14135 0.107
H 5.47883 4.70952 3.59271 0.103
H 5.93994 4.39407 1.27453 0.089